[1]
Here is C10H12F6IrN2O4S3Si as an isolated structure from the Open Molecules 2025 dataset. Energies are from wB97M-V/def2-TZVPD.

Last column: Mulliken spin population.
Positions of all 39 atoms, in Å:
Ir  0.397  -0.138  0.232  0.081
C  -0.321  3.950  4.022  0.011
Si  -0.768  2.394  4.943  0.007
C  0.709  1.495  5.635  0.011
C  -2.134  2.621  6.172  -0.001
C  -1.483  1.202  3.573  0.082
C  -2.791  0.676  3.611  -0.047
C  -3.262  -0.177  2.633  0.127
C  -2.440  -0.534  1.545  0.058
N  -1.223  -0.046  1.471  0.036
C  -0.756  0.785  2.463  0.063
S  0.878  1.096  2.003  0.557
H  0.053  4.690  4.733  0.001
H  -1.188  4.392  3.527  -0.001
H  0.466  3.802  3.279  0.000
H  1.145  2.101  6.432  0.000
H  1.501  1.320  4.903  0.001
H  0.427  0.538  6.077  -0.001
H  -1.787  3.297  6.958  0.000
H  -2.416  1.689  6.665  0.000
H  -3.024  3.080  5.736  0.000
H  -3.441  0.939  4.436  0.000
H  -4.264  -0.582  2.681  0.002
H  -2.776  -1.197  0.758  0.005
F  1.129  -2.568  -3.269  0.000
C  1.135  -1.392  -2.729  -0.002
F  1.015  -0.434  -3.601  0.000
F  0.035  -1.309  -1.857  -0.002
S  2.602  -1.099  -1.635  0.003
O  2.105  0.111  -0.890  0.003
O  3.784  -0.929  -2.370  0.000
N  2.521  -2.366  -0.706  0.000
S  2.247  -2.285  0.815  -0.007
O  0.741  -1.917  1.014  0.009
O  3.085  -1.482  1.634  0.007
C  2.236  -4.087  1.358  -0.002
F  3.469  -4.504  1.264  0.000
F  1.429  -4.759  0.575  0.000
F  1.813  -4.089  2.601  0.000

Calculated values
M in g mol⁻¹: 654.708
HOMO energy (spin up / spin down) in eV: -16.7941 / -16.9091
ΔE to the lowest compared entry with this formula, charge and spin in kcal/mol: 0.00
Frontier orbital gap (spin up / spin down) in eV: 7.1 / 5.8
E_LUMO (spin up / spin down) in eV: -9.7246 / -11.0902
E_tot in eV: -81242.2054
Charge: +2
Multiplicity: 2
⟨S²⟩: 0.785

=====

[2]
Here is an isolated ion of composition C10H12F6NO4 and charge +1 at a distorted geometry from the Open Molecules 2025 dataset. Energies are from wB97M-V/def2-TZVPD.

Last column: Löwdin charge in e.
Positions of all 33 atoms, in Å:
C  -1.551  1.613  -3.174  -0.086
C  -1.887  0.092  -3.682  -0.155
N  -1.891  -0.965  -2.601  -0.117
C  -0.938  -2.154  -2.718  -0.070
O  -0.171  -2.351  -1.446  -0.111
C  -0.194  -1.021  -0.752  -0.123
C  -0.003  -1.188  0.874  -0.030
O  -1.077  -1.525  1.624  0.063
C  1.425  -0.956  1.691  -0.125
F  2.510  -1.024  0.681  0.035
F  1.498  -2.049  2.700  0.056
C  1.354  0.555  2.322  -0.088
F  1.447  1.502  1.148  0.016
F  0.068  0.879  3.002  0.047
C  2.563  0.934  3.362  -0.082
F  3.559  -0.142  3.584  0.046
F  3.328  2.071  2.724  0.005
C  2.016  1.561  4.812  -0.144
O  1.330  0.837  5.720  0.044
O  2.286  2.982  5.192  0.007
C  -1.723  -0.582  -1.149  -0.050
H  -2.384  1.912  -2.373  0.097
H  -1.719  2.345  -4.098  0.118
H  -0.477  1.759  -2.730  0.101
H  -2.918  -0.011  -4.263  0.163
H  -1.026  -0.197  -4.457  0.151
H  -2.865  -1.339  -2.631  0.185
H  -0.087  -1.976  -3.508  0.165
H  -1.477  -3.114  -3.175  0.189
H  0.699  -0.478  -1.330  0.189
H  2.904  3.009  6.001  0.157
H  -2.183  0.412  -0.737  0.168
H  -2.416  -1.392  -0.612  0.177

Calculated values
M in g mol⁻¹: 324.197
SMILES: CC[N@H+]1CO[C@H](C(=O)C(F)(F)C(F)(F)C(F)(F)C(=O)O)C1
HOMO energy in eV: -13.5019
Frontier orbital gap in eV: 8.9
E_LUMO in eV: -4.6405
E_tot in eV: -36532.7425
Charge: +1

=====

[3]
Here is C10H12MgN3O7 as an isolated structure at a distorted geometry from the Open Molecules 2025 dataset. Energies are from wB97M-V/def2-TZVPD.

Last column: Löwdin charge in e.
Positions of all 33 atoms, in Å:
Mg  0.044  -0.236  -1.308  0.527
O  0.482  3.602  -1.034  0.047
C  0.403  2.413  -0.758  -0.590
O  0.825  1.432  -1.478  -0.073
C  -0.140  2.016  0.642  -0.086
C  0.731  0.894  1.235  -0.245
C  0.490  0.775  2.747  -0.092
C  -0.909  0.110  2.780  -0.087
C  -1.210  -0.033  1.282  -0.243
O  0.100  -0.303  0.727  -0.126
C  -1.553  1.335  0.672  -0.085
C  -2.214  1.139  -0.720  -0.587
O  -3.147  1.864  -1.032  0.054
O  -1.745  0.155  -1.404  -0.075
H  -0.123  2.919  1.247  0.147
H  1.776  0.942  0.940  0.158
H  1.245  0.135  3.205  0.109
H  0.515  1.746  3.238  0.114
H  -0.875  -0.868  3.260  0.112
H  -1.662  0.715  3.281  0.114
H  -1.900  -0.829  1.030  0.135
H  -2.251  1.896  1.289  0.148
N  2.191  -1.084  -1.096  0.005
N  2.268  -2.088  -2.086  -0.010
C  1.237  -2.082  -3.069  -0.697
O  1.447  -2.711  -4.096  0.023
O  0.189  -1.425  -2.732  -0.094
H  2.653  -0.222  -1.379  0.101
H  2.604  -1.423  -0.239  0.100
H  3.177  -2.257  -2.488  0.121
N  -1.563  -2.823  -0.931  0.075
C  -1.636  -3.386  0.081  -0.068
H  -1.449  -2.319  -1.806  0.064

Calculated values
M in g mol⁻¹: 310.525
HOMO energy in eV: -6.0099
Frontier orbital gap in eV: 8.6
E_LUMO in eV: 2.5574
E_tot in eV: -34818.5450
Charge: -1

=====

[4]
Here is C10H12N2 as an isolated structure at a distorted geometry from the Open Molecules 2025 dataset. Energies are from wB97M-V/def2-TZVPD.

Last column: Löwdin charge in e.
Positions of all 24 atoms, in Å:
C  0.222  2.500  -0.100  -0.303
N  0.689  3.411  0.528  0.088
C  0.112  1.289  -2.838  -0.065
N  0.216  0.276  -1.753  -0.221
C  -0.215  -1.112  -2.010  -0.026
C  0.227  0.867  -0.487  -0.143
C  0.183  0.040  0.776  -0.183
C  0.850  -1.187  0.864  -0.054
C  0.668  -2.043  1.961  -0.067
C  -0.115  -1.560  3.010  -0.102
C  -0.721  -0.295  3.059  -0.064
C  -0.570  0.524  1.905  -0.019
H  0.046  0.760  -3.773  0.074
H  -0.766  1.965  -2.736  0.086
H  0.995  1.939  -2.824  0.097
H  -0.626  -1.089  -3.038  0.099
H  0.648  -1.724  -1.950  0.067
H  -0.933  -1.385  -1.320  0.067
H  -0.813  1.925  -0.875  0.158
H  1.504  -1.469  0.028  0.112
H  1.074  -3.005  1.941  0.084
H  -0.276  -2.205  3.897  0.107
H  -1.320  0.061  3.866  0.092
H  -1.079  1.516  1.869  0.115

Calculated values
M in g mol⁻¹: 160.220
HOMO energy in eV: -7.2294
ΔE to the lowest compared entry with this formula, charge and spin in kcal/mol: 134.05
Frontier orbital gap in eV: 7.6
E_LUMO in eV: 0.3616
E_tot in eV: -13538.9882

=====

[5]
Here is a single C10H12N2O molecule at a distorted geometry from the Open Molecules 2025 dataset. Energies are from wB97M-V/def2-TZVPD.

Last column: Löwdin charge in e.
Positions of all 25 atoms, in Å:
C  3.357  -0.263  0.167  -0.545
C  1.178  0.574  -0.210  -0.290
C  0.611  1.817  0.022  0.004
C  -0.789  1.884  0.212  0.015
C  -1.579  0.702  0.076  -0.180
C  -3.069  0.604  0.397  -0.105
C  -3.361  -0.743  -0.361  -0.168
C  -2.036  -1.494  -0.187  -0.155
C  -0.975  -0.475  -0.207  -0.215
C  0.381  -0.563  -0.390  0.052
H  4.610  0.782  -0.967  0.114
H  5.426  -0.313  0.174  0.118
H  3.702  -1.670  1.326  0.063
H  1.246  2.659  0.089  0.100
H  -1.065  2.872  0.420  0.085
H  -3.702  1.426  0.104  0.104
H  -3.252  0.431  1.433  0.100
H  -4.198  -1.351  -0.023  0.107
H  -3.418  -0.398  -1.374  0.102
H  -1.909  -2.257  -0.966  0.117
H  -2.149  -2.057  0.787  0.138
H  0.979  -1.513  -0.497  0.141
N  4.591  -0.069  -0.386  0.131
N  2.956  -1.065  1.016  0.160
O  2.468  0.480  -0.656  0.006

Calculated values
M in g mol⁻¹: 176.219
SMILES: [H]/N=C(\N)Oc1ccc2c(c1)CCC2
HOMO energy in eV: -8.5133
ΔE to the lowest compared entry with this formula, charge and spin in kcal/mol: 30.96
Frontier orbital gap in eV: 9.4
E_LUMO in eV: 0.8369
E_tot in eV: -15591.7675

=====

[6]
Here is a single C10H12N2OS2 molecule at a distorted geometry from the Open Molecules 2025 dataset. Energies are from wB97M-V/def2-TZVPD.

Last column: Löwdin charge in e.
Positions of all 27 atoms, in Å:
C  -3.313  -0.867  -1.695  -0.024
C  -3.329  -2.001  -0.898  -0.076
C  -2.299  0.100  -1.434  -0.023
C  -2.540  -2.064  0.218  -0.130
C  -1.666  -0.024  -0.234  -0.377
C  -1.052  2.350  0.299  -1.178
C  1.437  1.864  1.185  -0.466
C  0.524  0.535  1.093  -0.464
C  2.542  2.180  0.215  -0.146
C  1.248  -0.514  0.267  -0.007
N  -1.794  -1.037  0.591  0.136
N  -0.811  1.001  0.205  -0.027
O  0.030  0.138  2.290  0.017
S  -2.460  2.966  -0.143  0.656
S  0.214  3.276  1.065  0.957
H  -3.989  -0.842  -2.509  0.096
H  -3.992  -2.790  -1.134  0.092
H  -2.022  0.905  -2.175  0.128
H  -2.338  -3.019  0.639  0.102
H  1.894  2.008  2.181  0.113
H  2.145  2.236  -0.817  0.102
H  3.299  1.466  0.348  0.064
H  2.906  3.125  0.366  0.041
H  1.786  -1.146  0.920  0.074
H  2.076  -0.172  -0.466  0.115
H  0.569  -1.151  -0.257  0.067
H  -0.079  -0.886  2.281  0.158

Calculated values
M in g mol⁻¹: 240.353
SMILES: C[C@H]1SC(=S)N(c2ccccn2)[C@]1(C)O
HOMO energy in eV: -8.0019
ΔE to the lowest compared entry with this formula, charge and spin in kcal/mol: 0.00
Frontier orbital gap in eV: 8.5
E_LUMO in eV: 0.5448
E_tot in eV: -37261.6114

=====

[7]
Here is a single C10H13Br molecule at a distorted geometry from the Open Molecules 2025 dataset. Energies are from wB97M-V/def2-TZVPD.

Last column: Löwdin charge in e.
Positions of all 24 atoms, in Å:
C  1.149  1.834  1.084  -0.035
C  -1.495  -1.276  1.049  -0.173
C  0.208  1.909  0.148  -0.103
C  -0.166  -1.436  0.938  -0.063
C  1.613  0.378  1.162  -0.103
C  -2.186  -0.009  0.694  -0.656
C  0.677  -0.487  0.157  -0.438
C  -0.096  0.696  -0.406  -0.220
C  1.443  -1.217  -0.971  -0.023
C  -0.803  0.595  -1.782  -0.117
Br  -3.666  -0.031  -0.366  0.748
H  1.677  2.627  1.644  0.113
H  -2.207  -2.067  1.330  0.101
H  -0.176  2.803  -0.145  0.095
H  0.271  -2.406  1.157  0.112
H  2.731  0.112  0.886  0.139
H  1.473  -0.066  2.166  0.104
H  -2.392  0.634  1.533  0.040
H  2.452  -0.800  -1.088  0.084
H  0.648  -1.332  -1.695  0.065
H  1.692  -2.311  -0.692  0.106
H  -1.238  -0.338  -2.141  0.057
H  -0.051  0.846  -2.661  0.119
H  -1.557  1.344  -1.999  0.049

Calculated values
M in g mol⁻¹: 213.118
HOMO energy (spin up / spin down) in eV: -7.0834 / -7.4801
ΔE to the lowest compared entry with this formula, charge and spin in kcal/mol: 61.96
Frontier orbital gap (spin up / spin down) in eV: 7.2 / 7.7
E_LUMO (spin up / spin down) in eV: 0.0904 / 0.2319
E_tot in eV: -80618.7478

=====

[8]
Here is a 2-piece molecular cluster, C10H13BrN2O overall at a distorted geometry from the Open Molecules 2025 dataset. Energies are from wB97M-V/def2-TZVPD.

Last column: Löwdin charge in e.
Positions of all 27 atoms, in Å:
C  0.680  1.950  -2.626  -0.164
C  -0.826  3.443  0.338  -0.074
C  0.144  2.828  -0.424  -0.037
C  -2.423  2.548  -1.162  -0.682
C  -2.153  3.304  0.005  -0.129
C  -0.232  2.174  -1.578  -0.349
C  1.995  -0.990  0.910  -0.048
C  0.147  -2.477  0.550  -0.065
C  1.607  -1.733  -1.521  0.008
C  0.895  -1.405  -0.077  -0.664
N  1.448  1.906  -3.491  0.182
N  -1.494  2.062  -1.949  0.117
O  0.097  -0.275  -0.299  -0.036
Br  -4.331  2.212  -1.346  0.686
H  -0.512  4.162  1.225  0.158
H  1.292  2.759  -0.172  0.168
H  -0.818  -0.510  -0.216  0.086
H  -2.875  3.792  0.630  0.092
H  1.550  -0.508  1.804  0.097
H  2.724  -1.794  1.125  0.096
H  2.652  -0.261  0.544  0.052
H  -0.869  -2.663  0.039  0.117
H  -0.323  -2.118  1.438  0.078
H  0.610  -3.443  0.637  0.093
H  2.618  -2.154  -1.351  0.069
H  1.014  -2.498  -2.073  0.085
H  1.851  -0.732  -1.905  0.062

Calculated values
M in g mol⁻¹: 257.131
SMILES: N#Cc1cccc(Br)n1.CC(C)(C)O
HOMO energy in eV: -9.6673
ΔE to the lowest compared entry with this formula, charge and spin in kcal/mol: 0.70
Frontier orbital gap in eV: 9.6
E_LUMO in eV: -0.0575
E_tot in eV: -85649.0259

=====

Q: What is the formula in the sixth record?
A: C10H12N2OS2